[1]
Molecular formula: C38H62F6IN2NbO19P
Method: DFT, ωB97M-V/def2-TZVPD

Summary:
HOMO	-0.143	Eh
electronic energy	-117531.94369	eV
ΔE to the lowest compared entry with this formula, charge and spin	0.0	kcal per mole

ORCA input file:
```
! RIJCOSX wB97M-V def2-TZVPD def2/J DEFGRID3
* xyz -1 1
I -0.745 0.940 -0.598
Nb -0.733 -2.189 1.476
P -0.139 -2.474 -1.082
F -0.171 -7.395 2.440
F -3.699 -1.280 -7.417
F 6.022 -5.777 -6.756
F 6.847 4.447 4.687
F -1.610 5.724 5.391
F 4.996 3.981 -4.162
O 1.255 2.453 4.471
O 4.579 -3.466 -4.646
O 3.230 2.733 -4.820
O 1.326 2.189 -5.907
O 3.655 7.454 5.401
O 2.626 3.866 -6.657
O 4.088 -0.103 -2.042
O 5.451 -1.564 -5.458
O -2.851 -3.967 -3.985
O 4.154 6.272 3.557
O 6.103 -3.568 -6.282
O 5.275 5.883 5.450
O -1.686 -3.619 -5.881
O -3.514 -2.394 -5.459
O -2.024 -6.670 3.446
O -2.328 -3.127 4.061
O 1.491 4.270 5.771
O 0.293 -5.120 0.846
O -0.499 3.834 4.837
N -1.432 -2.260 -2.037
N -0.268 -5.149 3.126
C -3.406 -2.485 4.692
C 1.480 -1.887 1.802
C -5.740 -0.737 0.085
C -5.565 0.593 0.852
C 0.641 5.381 6.063
C -5.736 1.797 -0.028
C -2.813 -1.725 -6.483
C -4.793 -2.563 -1.246
C 6.004 -4.873 -5.742
C -5.168 3.003 0.153
C -3.720 3.154 0.500
C 2.289 2.860 -5.804
C 4.373 3.450 -5.244
C -0.145 -4.442 1.738
C -1.924 -2.815 -7.035
C 5.188 5.335 3.236
C -5.948 4.276 0.003
C 3.777 4.523 -6.124
C -2.703 -3.077 0.924
C 3.619 -0.501 1.692
C 3.268 -0.222 -3.188
C 5.382 -2.741 -5.462
C -1.228 -2.282 3.717
C 4.666 -4.836 -5.041
C -4.459 -1.527 -0.177
C 0.798 3.418 4.972
C -0.898 -6.394 3.031
C -2.089 1.438 3.311
C 4.172 0.028 0.361
C -2.703 -3.395 -5.002
C 2.059 -0.462 1.837
C -3.953 -2.195 1.105
C 3.384 -0.392 -0.853
C -0.907 0.875 2.522
C 5.535 4.779 4.596
C -1.317 -0.013 1.302
C 4.300 6.626 4.855
C -0.735 4.797 5.852
H 1.905 -0.029 2.819
H -4.266 -2.475 4.023
H -3.918 -3.095 -1.593
H -2.958 1.659 2.706
H -2.714 -3.487 -0.081
H -1.760 2.382 3.740
H -1.161 4.306 6.728
H 3.944 -1.529 1.813
H -6.313 0.652 1.634
H -2.278 -0.873 -6.060
H 3.538 -1.102 -3.759
H 0.937 -1.628 -1.466
H 4.617 -5.494 -4.178
H -3.529 3.839 1.328
H 4.927 3.929 4.907
H 4.323 1.105 0.398
H -6.114 -0.464 -0.900
H -2.437 -3.407 -7.796
H -2.324 0.798 4.157
H 4.074 0.089 2.484
H 0.852 6.192 5.365
H 5.174 -0.390 0.246
H 6.030 5.861 2.786
H -1.566 -3.112 -2.572
H 3.846 -5.074 -5.720
H -2.833 -3.957 1.558
H -6.949 4.036 -0.336
H 4.828 4.578 2.544
H -3.673 -0.890 -0.588
H 0.801 5.735 7.077
H -3.841 -1.462 1.906
H -5.974 4.792 0.956
H -5.601 -3.224 -0.937
H 5.058 2.770 -5.755
H 0.363 -3.771 -1.365
H 1.699 0.230 1.083
H -5.444 4.939 -0.706
H 2.454 0.174 -0.866
H -6.496 -1.391 0.516
H 6.855 -5.057 -5.084
H -4.559 0.606 1.267
H 3.164 -1.459 -0.769
H 4.446 4.842 -6.919
H 3.344 0.667 -3.801
H -4.772 -2.840 1.436
H -0.247 0.351 3.204
H -3.698 -3.094 5.550
H 2.049 -2.461 1.068
H -2.393 0.120 1.260
H 0.697 -5.340 3.395
H -0.990 -2.437 -7.445
H -0.341 -2.745 4.162
H 2.214 -0.336 -2.935
H -6.413 1.703 -0.875
H -3.328 2.179 0.761
H -1.300 -1.289 4.170
H 1.727 -2.374 2.750
H -0.330 1.697 2.115
H -5.159 -2.014 -2.113
H -3.168 -1.495 5.077
H -3.160 3.485 -0.369
H 3.467 5.394 -5.544
*
```

[2]
Molecular formula: C27H39N5O19S
Method: DFT, ωB97M-V/def2-TZVPD

Summary:
HOMO	-0.369	Eh
electronic energy	-85816.29045	eV

ORCA input file:
```
! RIJCOSX wB97M-V def2-TZVPD def2/J DEFGRID3
* xyz 0 1
S -1.868 -1.144 4.521
O 2.728 -0.642 2.266
O -4.716 3.023 -0.588
O -0.512 -1.863 4.634
O 3.879 3.568 0.240
O 3.529 -1.539 4.237
O -2.052 -1.481 2.968
O -1.361 6.982 0.190
O -2.823 1.939 -0.188
O -0.584 -4.064 -0.506
O 0.584 -2.235 0.284
O -3.768 2.948 1.477
O -0.610 5.685 -1.443
O -1.696 4.763 0.293
O 0.515 -2.725 -1.905
O 2.190 0.224 4.226
O 2.608 4.935 -1.139
O -2.799 -1.923 5.250
O -1.635 0.261 4.644
O 1.639 3.442 0.237
N -1.015 -7.100 -2.593
N 2.463 1.757 -2.272
N 3.365 -4.913 -0.909
N -1.976 -0.942 -1.251
N -2.097 -1.083 -5.763
C 2.089 2.566 1.275
C 1.868 2.630 -2.675
C -0.348 -2.900 3.593
C -2.651 2.248 2.124
C 0.022 6.961 -1.742
C 1.275 3.878 -3.218
C 1.599 -1.797 -1.674
C -1.829 1.721 0.884
C 2.847 -0.686 3.457
C -2.475 -6.176 -0.631
C -3.848 2.697 0.188
C 1.280 -1.122 -0.376
C -1.845 -2.186 -5.602
C 2.233 -5.825 -3.110
C -0.623 7.894 -0.682
C 3.537 2.327 0.906
C -1.699 -6.600 -1.809
C -2.713 -0.561 -2.082
C 0.082 -3.039 -0.690
C -1.262 5.752 -0.281
C 2.828 -5.234 -1.893
C -1.618 -3.567 -5.333
C 2.382 0.026 5.602
C 2.714 4.037 -0.315
C 3.554 -0.964 5.559
C -3.610 -0.015 -3.058
C -1.655 -2.872 2.821
H 2.527 0.922 6.198
H -1.019 2.344 0.613
H 1.135 6.776 -1.673
H -1.660 0.694 0.846
H 4.521 -0.487 5.694
H 2.562 -2.298 -1.514
H -1.402 -3.012 1.741
H 1.457 -0.455 5.974
H -1.412 8.585 -1.100
H 3.709 1.568 0.203
H -0.722 -3.608 -4.758
H 0.061 8.480 -0.083
H 0.339 3.722 -3.809
H 0.448 -2.618 2.958
H -0.159 -3.819 4.221
H 2.190 -0.910 0.169
H -2.486 -3.440 3.136
H 1.655 -1.059 -2.492
H 1.507 -5.036 -3.407
H 1.483 1.730 1.349
H -3.099 -7.013 -0.369
H 1.782 -6.764 -2.768
H 2.031 3.110 2.241
H -2.416 -4.000 -4.614
H -3.172 0.915 -3.398
H 3.561 -1.831 6.147
H -2.203 2.969 2.726
H 4.190 2.159 1.711
H -3.860 -0.570 -3.968
H -3.026 -5.266 -0.794
H -3.179 1.387 2.580
H -1.765 -6.223 0.189
H -1.548 -4.169 -6.370
H 0.936 4.492 -2.427
H -0.148 7.337 -2.764
H -4.538 0.275 -2.458
H 0.576 -0.322 -0.384
H 2.988 -6.007 -3.832
H 2.033 4.374 -3.860
*
```

[3]
Molecular formula: C21H38F2O30S7
Method: DFT, ωB97M-V/def2-TZVPD

Summary:
HOMO	-0.382	Eh
SMILES	CC[C@H](F)[C@H]1C[C@@H](F)C(=O)O1.O=S1(=O)OCCO1.O=S1(=O)OCCO1.O=S1(=O)OCCO1.O=S1(=O)OCCO1.O=S1(=O)OCCO1.O=S1(=O)OCCO1.O=S1(=O)OCCO1
electronic energy	-165089.96182	eV
ΔE to the lowest compared entry with this formula, charge and spin	78.6	kcal per mole

ORCA input file:
```
! RIJCOSX wB97M-V def2-TZVPD def2/J DEFGRID3
* xyz 0 1
S -3.086 4.138 -1.674
S -1.729 -7.377 3.103
S 1.431 -4.462 -2.502
S 1.094 7.766 -4.903
S 7.700 9.043 -5.986
S 2.006 -0.497 -1.607
S -3.365 -1.487 1.091
F -1.621 -4.510 6.957
F -1.721 0.949 5.167
O -2.801 -2.774 0.288
O 0.793 9.137 -5.180
O 2.536 0.191 -2.977
O -0.216 6.872 -5.242
O 8.412 9.476 -4.820
O 0.289 -4.685 -1.668
O 0.578 -0.321 -1.543
O 1.965 -3.157 -2.765
O -3.091 3.921 -0.068
O 2.246 7.099 -5.440
O -2.070 -8.552 2.357
O -0.909 -7.832 4.427
O -2.020 -0.587 1.024
O 2.661 -1.764 -1.465
O -4.394 3.243 -2.016
O 1.178 -5.209 -3.923
O -0.848 -2.623 4.739
O -1.933 3.474 -2.212
O -4.367 -0.854 0.284
O -2.696 -6.393 3.488
O 1.090 7.549 -3.295
O 6.292 9.848 -6.048
O 2.678 0.553 -0.567
O -3.389 5.511 -1.952
O -0.507 -6.630 2.342
O 2.642 -5.406 -1.980
O 7.088 7.568 -5.692
O -3.593 -1.869 2.455
O 8.283 9.038 -7.294
O 0.787 -0.892 5.260
C -0.122 6.899 -2.903
C -4.122 -4.114 6.562
C 0.610 -6.517 3.226
C -4.181 -3.607 8.083
C 3.010 1.506 -2.684
C -0.937 -1.378 0.517
C -0.363 -1.284 5.000
C -2.609 -4.162 5.958
C -1.587 -2.413 -0.380
C -1.761 -0.459 4.915
C 5.724 7.701 -5.290
C 2.289 -6.060 -4.206
C 0.490 -7.698 4.177
C 2.778 -6.534 -2.846
C -2.553 -1.402 5.986
C -2.234 -2.798 5.207
C -4.302 3.270 0.323
C 5.209 8.917 -6.044
C -4.716 2.438 -0.880
C -0.538 6.069 -4.105
C 3.567 1.421 -1.271
H -3.894 -4.428 8.834
H -5.276 -3.320 8.327
H 1.544 -6.533 2.664
H -0.434 -1.850 1.367
H -4.132 1.516 -0.942
H 4.972 8.666 -7.082
H -0.864 7.670 -2.678
H 3.815 -6.869 -2.874
H -3.643 -1.160 6.209
H 5.704 7.869 -4.210
H 1.034 -7.540 5.108
H 1.987 -6.886 -4.850
H 2.157 2.190 -2.731
H 4.562 0.966 -1.266
H 0.525 -5.568 3.763
H -3.507 -2.696 8.257
H -5.779 2.194 -0.870
H 3.051 -5.462 -4.713
H -0.223 -0.745 -0.024
H -5.046 4.040 0.547
H 0.839 -8.622 3.706
H 5.163 6.797 -5.527
H -1.851 -1.984 -1.352
H 0.045 5.145 -4.169
H -4.491 -5.196 6.532
H -2.997 -2.765 4.334
H 3.762 1.815 -3.410
H -2.647 -4.984 5.145
H 4.331 9.356 -5.568
H 0.044 6.287 -2.016
H 2.147 -7.339 -2.458
H -0.958 -3.283 -0.529
H -1.827 -1.329 6.887
H 3.612 2.396 -0.786
H -4.136 2.657 1.211
H -2.280 -0.746 3.920
H -4.709 -3.441 5.825
H -1.601 5.825 -4.095
*
```

[4]
Molecular formula: H26O13
Method: DFT, ωB97M-V/def2-TZVPD

Summary:
HOMO	-0.349	Eh
electronic energy	-27036.44909	eV
ΔE to the lowest compared entry with this formula, charge and spin	126.8	kcal per mole

ORCA input file:
```
! RIJCOSX wB97M-V def2-TZVPD def2/J DEFGRID3
* xyz 0 1
O -1.898 -4.358 4.030
O 4.282 -2.044 2.499
O -0.888 0.674 -1.219
O -0.459 -2.972 2.318
O 1.723 0.873 -3.399
O 0.627 -1.025 -3.181
O -1.183 -0.290 0.697
O 1.831 -1.204 -0.398
O -3.472 1.292 -2.635
O 0.582 1.454 1.074
O -3.771 1.670 0.904
O -0.329 5.190 -0.579
O 2.832 1.032 -0.680
H 1.182 1.102 1.741
H 3.420 -2.435 2.312
H -1.074 -4.809 4.249
H 1.160 1.691 0.340
H -1.683 -3.423 4.117
H -0.291 4.362 -0.086
H 0.843 0.650 -3.074
H -0.358 -0.399 1.182
H -0.336 -1.061 -3.213
H 0.860 -1.627 -2.465
H -2.622 0.867 -2.798
H -0.389 -0.142 -1.338
H 1.658 -2.151 -0.367
H 2.303 -1.025 0.423
H -3.577 0.886 1.429
H 2.133 0.018 -3.574
H -0.485 1.085 -0.446
H 3.486 1.503 -1.208
H 4.159 -1.597 3.343
H -1.264 -2.726 1.849
H -1.683 0.345 1.224
H -4.543 2.055 1.333
H 3.327 0.305 -0.286
H -0.174 -2.153 2.740
H -4.119 0.600 -2.811
H -0.946 5.734 -0.076
*
```

[5]
Molecular formula: C10H10O3S
Method: DFT, ωB97M-V/def2-TZVPD

Summary:
HOMO (spin up / spin down)	-0.311 / -0.311	Eh
electronic energy	-27502.15212	eV
ΔE to the lowest compared entry with this formula, charge and spin	161.1	kcal per mole

ORCA input file:
```
! RIJCOSX wB97M-V def2-TZVPD def2/J DEFGRID3
* xyz 0 1
S 6.285 -0.121 -0.600
O -0.093 0.117 1.076
O 2.311 0.834 0.443
O -0.605 -1.678 -1.105
C 0.636 -1.198 -0.869
C -1.307 0.061 0.446
C -3.552 0.915 0.309
C -2.920 -1.014 -0.980
C 3.521 1.444 0.427
C -1.611 -0.822 -0.604
C -2.292 0.944 0.918
C 0.802 -0.848 0.614
C 2.264 -0.421 0.685
C -3.885 -0.147 -0.532
H 0.799 -1.797 1.291
H 3.977 1.813 1.420
H -3.193 -1.880 -1.461
H -4.911 -0.444 -0.799
H 1.382 -2.041 -1.180
H 3.388 2.381 -0.138
H -2.028 1.747 1.550
H 0.980 -0.236 -1.389
H -4.225 1.675 0.520
H 4.277 0.714 -0.043
*
```

[6]
Molecular formula: C3H6NO2S
Method: DFT, ωB97M-V/def2-TZVPD

Summary:
HOMO	-0.143	Eh
electronic energy	-19628.78775	eV
ΔE to the lowest compared entry with this formula, charge and spin	40.1	kcal per mole

ORCA input file:
```
! RIJCOSX wB97M-V def2-TZVPD def2/J DEFGRID3
* xyz -1 1
S -1.217 -1.155 -2.329
O 0.884 1.165 -1.621
O 1.869 1.548 0.429
N 0.488 -0.258 0.182
C 0.378 -0.441 1.561
C 1.134 0.873 -0.263
C -1.294 -0.462 -0.805
H -1.440 0.650 -0.795
H -1.823 -1.016 -0.068
H 0.288 0.499 -2.189
H 0.861 0.240 2.128
H 0.627 -1.428 1.916
H -0.756 -0.217 1.853
*
```

[7]
Molecular formula: BrH10O5
Method: DFT, ωB97M-V/def2-TZVPD

Summary:
HOMO	-0.214	Eh
electronic energy	-80444.54052	eV
ΔE to the lowest compared entry with this formula, charge and spin	36.8	kcal per mole

ORCA input file:
```
! RIJCOSX wB97M-V def2-TZVPD def2/J DEFGRID3
* xyz -1 1
Br -0.196 0.044 -0.542
O 1.580 -0.129 2.175
O 0.946 -2.862 -0.627
O -2.670 1.948 0.113
O 1.944 2.219 -2.054
O -1.962 -0.875 1.744
H 1.681 -2.919 -1.340
H 2.048 1.496 -2.655
H -1.535 -0.677 0.972
H -1.743 1.582 -0.088
H -2.723 2.672 -0.328
H 1.004 0.129 1.442
H -2.185 -1.791 1.403
H 2.172 -0.922 1.892
H 1.090 2.063 -1.462
H 0.548 -1.977 -0.643
*
```

[8]
Molecular formula: C27H51FeNO2Si2
Method: DFT, ωB97M-V/def2-TZVPD

Summary:
HOMO (spin up / spin down)	-0.263 / -0.292	Eh
electronic energy	-84552.68370	eV
ΔE to the lowest compared entry with this formula, charge and spin	0.0	kcal per mole

ORCA input file:
```
! RIJCOSX wB97M-V def2-TZVPD def2/J DEFGRID3
* xyz 0 5
Fe 0.638 0.792 -0.445
Si 0.501 1.336 -4.473
Si 3.343 1.479 -0.150
O -2.396 -0.457 -4.735
O -1.449 -2.657 -3.438
N 0.459 -0.481 1.024
C 0.397 -3.953 -2.359
C 1.448 -1.263 1.533
C -2.120 -2.363 -2.201
C -4.031 1.265 0.813
C -0.755 -0.429 1.674
C -3.126 0.432 1.469
C -0.046 -2.898 -3.358
C -4.383 0.534 -3.744
C -1.325 1.222 -0.014
C -0.385 0.456 -3.026
C -1.768 0.409 1.044
C 1.310 -1.914 2.756
C 0.103 -1.825 3.451
C -2.149 -1.296 -5.892
C 1.470 0.036 -5.433
C -2.231 2.084 -0.620
C -0.941 -1.092 2.891
C -3.592 2.089 -0.228
C 4.196 2.756 -1.238
C 2.381 0.270 -1.213
C -0.663 2.166 -5.703
C -3.092 -2.464 -5.959
C 2.123 2.380 0.983
C 4.683 0.588 0.825
C -3.555 -2.807 -2.351
C -3.472 0.482 -4.944
C 1.600 2.714 -3.825
H 0.225 -3.195 -4.381
H 4.294 0.124 1.741
H -4.041 -2.257 -3.165
H 2.465 3.423 1.002
H -4.099 -2.635 -1.415
H -4.046 0.185 -5.840
H 2.370 -1.348 0.959
H 5.472 1.300 1.109
H -1.327 1.454 -6.209
H 5.152 3.038 -0.775
H -2.229 -0.681 -6.808
H -2.069 -1.274 -2.016
H -2.884 -3.053 -6.859
H -1.630 -2.875 -1.354
H -3.592 -3.876 -2.582
H 3.585 3.663 -1.344
H -1.287 2.921 -5.207
H 0.294 -0.036 -2.290
H 2.449 2.880 -4.506
H 2.634 -0.791 -1.025
H 2.150 -2.471 3.153
H -1.908 2.770 -1.405
H 2.003 2.501 -2.827
H 0.469 -1.946 -3.147
H 2.174 1.985 2.007
H 0.495 -3.528 -1.355
H -2.956 -3.095 -5.079
H -3.442 -0.212 2.290
H -1.062 1.149 -2.519
H -4.129 -2.119 -6.013
H -5.082 1.368 -3.869
H -0.076 2.673 -6.485
H -1.106 -1.627 -5.803
H 0.892 -0.888 -5.576
H -1.057 -0.360 -3.481
H 2.534 0.424 -2.295
H 1.384 -4.307 -2.671
H -0.280 -4.809 -2.336
H -4.975 -0.382 -3.682
H 4.404 2.352 -2.237
H 1.043 2.416 0.678
H 2.395 -0.224 -4.903
H -4.293 2.751 -0.738
H 1.735 0.426 -6.427
H -1.894 -0.981 3.403
H -0.027 -2.311 4.413
H -3.043 1.475 -5.144
H 1.020 3.645 -3.761
H -5.078 1.270 1.122
H -3.831 0.676 -2.813
H 5.141 -0.199 0.208
*
```